Run a
C37H36N9O3SeSiTi | ωB97M-V with the def2-TZVPD basis set

Values from the calculation:
Spin multiplicity: 2

CARTESIAN COORDINATES (ANGSTROEM)
Ti1 0.61477 0.70897 -0.53161
O1 0.63139 -1.29528 1.21308
C1 0.19049 -1.82119 2.46383
C2 -0.71083 -0.85613 3.20469
C3 -0.73298 -0.85379 4.59519
C4 -1.60178 0.00400 5.24748
C5 -2.43193 0.82224 4.49728
C6 -2.34893 0.74283 3.11688
N1 -1.50215 -0.06849 2.49006
H1 1.22931 -1.94111 0.81222
H2 1.04525 -2.05211 3.10343
H3 -0.37503 -2.74338 2.28604
H4 -0.08525 -1.51862 5.15459
H5 -1.64414 0.02161 6.32904
H6 -3.12786 1.49944 4.97338
H7 -2.98805 1.34192 2.47489
N2 7.66633 -5.71257 -4.07408
C7 6.86440 -5.05047 -3.58380
C8 5.85598 -4.22068 -2.98016
C9 5.69561 -4.20496 -1.59838
C10 4.73270 -3.39205 -1.02436
C11 3.90416 -2.59906 -1.81287
C12 4.06505 -2.63411 -3.20035
C13 5.03783 -3.42428 -3.78217
C14 2.87730 -1.69388 -1.23576
C15 3.33412 -0.56237 -0.52755
C16 4.66221 -0.22567 -0.21576
C17 4.65529 1.08082 0.29339
C18 3.34528 1.50530 0.28846
N3 2.51824 0.51672 -0.16729
C19 1.54108 -1.87752 -1.67364
C20 1.01612 -2.96485 -2.39028
C21 -0.29028 -2.62503 -2.77010
C22 -0.54333 -1.36491 -2.26925
N4 0.54322 -0.90981 -1.56801
H8 6.32614 -4.83147 -0.98167
H9 4.61181 -3.38409 0.05210
H10 3.43376 -2.00806 -3.81764
H11 5.17565 -3.42700 -4.85517
H12 5.52558 -0.84933 -0.37902
H13 5.50797 1.66017 0.61002
H14 2.95879 2.47291 0.56667
H15 1.53697 -3.88454 -2.60237
H16 -0.97863 -3.22377 -3.34516
H17 -1.37740 -0.71035 -2.46667
C23 2.12964 0.96278 3.11621
C24 1.17125 1.95798 2.52634
C25 0.92474 3.15585 3.15859
C26 0.00953 4.04613 2.58936
C27 -0.66797 3.70433 1.44722
C28 -0.40669 2.45350 0.85157
N5 0.52916 1.62424 1.39254
N6 -0.96591 1.91886 -0.25857
Si1 -1.90547 2.88485 -1.40504
C29 -2.25379 1.92706 -2.96907
C30 -0.88776 4.40526 -1.86548
C31 -3.54545 3.39520 -0.64527
H18 3.02469 1.45937 3.48851
H19 2.42093 0.21899 2.37942
H20 1.64803 0.45762 3.95668
H21 1.45561 3.40943 4.06538
H22 -0.16392 5.00864 3.05486
H23 -1.37593 4.37869 0.98738
H24 -1.32764 1.61155 -3.44936
H25 -2.80056 2.56712 -3.66719
H26 -2.86743 1.04802 -2.76838
H27 0.17623 4.18275 -1.77341
H28 -1.10103 5.27943 -1.24595
H29 -1.07422 4.68705 -2.90434
H30 -4.03322 2.54086 -0.16730
H31 -4.20993 3.76421 -1.43124
H32 -3.44757 4.18870 0.09855
O2 2.85781 1.83898 -2.66325
N7 1.76006 1.94877 -3.04989
O3 0.79567 1.63615 -2.13472
Se1 -2.30271 -1.58576 0.12449
N8 -3.32410 -0.48900 -0.76747
C32 -4.58677 -0.78175 -0.45049
C33 -5.72883 -0.12289 -0.98260
C34 -6.96339 -0.54608 -0.59927
C35 -7.12967 -1.62470 0.31989
C36 -6.06271 -2.27463 0.85756
C37 -4.75269 -1.87054 0.48151
N9 -3.62078 -2.43583 0.90257
H33 -5.59587 0.69888 -1.67453
H34 -7.84439 -0.04950 -0.98528
H35 -8.13245 -1.93278 0.58675
H36 -6.18871 -3.09380 1.55311

Run b
C37H36N9O3SeSiTi | ωB97M-V with the def2-TZVPD basis set

Values from the calculation:
Spin multiplicity: 2

CARTESIAN COORDINATES (ANGSTROEM)
Ti1 -0.02420 -0.45080 -0.08850
O1 -1.46860 1.37270 -0.49560
C1 -1.65660 1.77870 -1.82960
C2 -0.88550 0.85180 -2.74060
C3 -0.72060 1.15420 -4.07180
C4 0.16920 0.34580 -4.83440
C5 0.64260 -0.79960 -4.31810
C6 0.12630 -1.27660 -2.99920
N1 -0.37060 -0.22140 -2.13300
H1 -1.00920 2.09350 0.00430
H2 -1.34900 2.81910 -1.97970
H3 -2.72940 1.70720 -2.06620
H4 -1.17490 2.03450 -4.50010
H5 0.48100 0.68420 -5.81080
H6 1.33240 -1.43870 -4.84450
H7 -0.69580 -2.01490 -3.16410
N2 -4.11160 -9.67000 -1.98790
C7 -3.64880 -8.67570 -1.65040
C8 -3.07570 -7.45450 -1.23640
C9 -1.91280 -7.45230 -0.46390
C10 -1.33090 -6.25500 -0.09720
C11 -1.90800 -5.04130 -0.47160
C12 -3.09010 -5.05830 -1.21640
C13 -3.66590 -6.24430 -1.60730
C14 -1.29040 -3.73250 -0.21260
C15 -2.04780 -2.72450 0.42810
C16 -3.29260 -2.90560 1.07320
C17 -3.70980 -1.65410 1.49010
C18 -2.71610 -0.75760 1.10390
N3 -1.70320 -1.37970 0.46900
C19 -0.10780 -3.42500 -0.89230
C20 0.55590 -4.25970 -1.88830
C21 1.35000 -3.46780 -2.61710
C22 1.16920 -2.07290 -2.12540
N4 0.41210 -2.19380 -0.91090
H8 -1.47670 -8.39490 -0.16570
H9 -0.42930 -6.25490 0.49640
H10 -3.52750 -4.11640 -1.51250
H11 -4.56390 -6.24520 -2.20770
H12 -3.79820 -3.84080 1.21930
H13 -4.62070 -1.40260 1.99960
H14 -2.73220 0.30820 1.27160
H15 0.39430 -5.31260 -2.01570
H16 1.97130 -3.73100 -3.45390
H17 2.09090 -1.48760 -2.04000
C23 1.88280 2.46930 -2.05900
C24 2.60730 1.47260 -1.20390
C25 3.98970 1.47410 -1.15490
C26 4.64710 0.53860 -0.35220
C27 3.91570 -0.35260 0.38410
C28 2.50080 -0.30420 0.30930
N5 1.87580 0.59420 -0.50750
N6 1.65390 -1.09770 0.94490
Si1 1.95780 -2.17170 2.26610
C29 3.11000 -1.39080 3.58460
C30 0.26320 -2.51360 3.06180
C31 2.67630 -3.81830 1.58780
H18 2.52880 3.31430 -2.28790
H19 0.99210 2.82360 -1.54420
H20 1.57910 2.00520 -2.99760
H21 4.55160 2.19310 -1.72910
H22 5.72740 0.53020 -0.32270
H23 4.37750 -1.09550 1.01290
H24 2.93170 -0.32210 3.66140
H25 4.16180 -1.53690 3.36360
H26 2.92300 -1.82410 4.56070
H27 -0.11840 -1.62360 3.55590
H28 0.32210 -3.30950 3.79620
H29 -0.45520 -2.81680 2.30530
H30 3.64240 -3.68260 1.10900
H31 1.99850 -4.23810 0.84820
H32 2.79810 -4.54950 2.37990
O2 -1.28480 1.35260 3.09530
N7 -0.36120 0.63340 2.71660
O3 -0.12550 0.66060 1.45000
Se1 -2.28220 3.52740 1.77080
N8 -0.71750 3.47520 0.97220
C32 0.19460 3.96460 1.81950
C33 1.58050 3.97650 1.60080
C34 2.38790 4.44860 2.59600
C35 1.85460 4.96280 3.79630
C36 0.50730 5.00510 4.02320
C37 -0.35320 4.47300 3.04590
N9 -1.67890 4.35080 3.15850
H33 1.98100 3.58810 0.67730
H34 3.45880 4.43090 2.46140
H35 2.53790 5.32690 4.54840
H36 0.08620 5.41490 4.92820

Q: Which of them is the least stable? A: run b.

Run a
C3H12O2S2 | ωB97M-V with the def2-TZVPD basis set

CARTESIAN COORDINATES (ANGSTROEM)
C1 -1.03378 -0.56532 -0.74284
C2 -0.19426 -0.06265 0.40988
C3 0.72964 1.05814 -0.02108
S1 1.88244 1.63100 1.27503
S2 2.97935 -0.00520 1.78291
H1 -0.39739 -0.92828 -1.55932
H2 -1.66402 -1.42258 -0.52600
H3 -1.66769 0.19653 -1.18685
H4 0.38864 -0.85987 0.86663
H5 -0.89228 0.28088 1.17974
H6 0.21954 2.00168 -0.22159
H7 1.26870 0.72822 -0.90040
H8 2.10396 -0.60062 2.61313
O1 2.25770 -1.33648 -1.55723
H9 3.01551 -1.13924 -0.98185
H10 2.46839 -0.93085 -2.40399
O2 -3.63972 0.33576 0.51752
H11 -4.49857 0.37391 0.95494
H12 -3.32616 1.24493 0.50136

Run b
C3H12O2S2 | ωB97M-V with the def2-TZVPD basis set

CARTESIAN COORDINATES (ANGSTROEM)
C1 1.44264 -1.76342 -1.76862
C2 0.47741 -0.67605 -1.28492
C3 -0.21073 -1.14515 -0.00406
S1 -1.48475 -0.05200 0.67738
S2 -0.37961 1.70115 1.00371
H1 2.14348 -2.00533 -0.96164
H2 1.98017 -1.35909 -2.62054
H3 0.95537 -2.70796 -2.00870
H4 1.09407 0.17663 -1.03976
H5 -0.25863 -0.39561 -2.02346
H6 -0.71487 -2.09934 -0.14934
H7 0.56156 -1.28577 0.76313
H8 0.57902 1.03911 1.65673
O1 -0.64021 -1.45710 4.24169
H9 -0.36839 -1.55189 3.32172
H10 -1.51349 -1.05876 4.14009
O2 2.17404 1.71801 -4.22292
H11 1.94258 1.18945 -4.99683
H12 1.37355 2.19177 -3.98045

Q: Which of them is the least stable? A: run b.